The following is a DFT calculation (ωB97M-V/def2-TZVPD) of 3 unconnected molecules or ions with the total composition C21H33BClF6N3O12P in a non-equilibrium geometry.

Geometry as XYZ:
```
78
Properties=species:S:1:pos:R:3:forces:R:3:lowdin_charge:R:1
C 1.5366 1.2682 3.8011 -0.511 0.573 -1.399 -0.07
B 1.4621 -0.3746 3.9924 2.262 1.007 2.673 -0.45
O 2.3539 -0.9034 5.0870 -0.761 0.618 -3.412 -0.01
C 0.5301 -1.4348 3.1854 0.253 -1.329 0.083 -0.15
C -1.0901 -1.2043 3.1755 -0.014 -1.033 1.713 -0.22
C -1.6499 0.1553 3.8692 -0.326 0.273 0.553 0.00
C -3.2841 0.1383 4.2382 -2.486 6.051 -1.653 -0.21
O -3.9133 1.3208 3.9913 3.708 -8.014 1.621 -0.01
O -3.9957 -1.0160 4.8068 -0.369 3.763 -2.259 -0.01
C -5.4400 -0.6457 4.6355 -6.135 4.145 4.403 -0.24
C -6.2881 -0.9560 3.2381 0.681 -0.115 -0.401 -0.01
O -6.1456 0.0155 5.5897 5.831 -5.082 -6.320 0.02
N -1.5022 -1.4516 1.7415 0.755 -4.864 -0.231 -0.05
C -2.9536 -1.7123 1.5149 -2.717 0.951 -1.063 -0.17
C -3.6064 -0.3013 0.8917 -0.606 0.021 -0.417 -0.15
C -2.4749 0.7361 0.3145 -1.089 0.671 -0.698 -0.09
C -3.3064 1.8302 -0.6393 2.029 3.433 -4.369 -0.25
O -2.7844 2.4233 -1.7161 -3.419 -4.218 7.083 0.00
O -4.6925 2.2043 -0.2261 3.440 -0.173 0.316 -0.03
C -0.8245 -2.8024 1.4215 2.123 0.616 -0.214 -0.16
N -1.3379 -4.0351 1.7111 0.835 0.939 -0.823 0.21
N 0.5698 -2.6883 0.8329 -4.656 -0.442 3.189 0.05
C 1.2181 -1.6055 1.6865 -0.759 -1.128 -0.582 -0.82
Cl 1.2759 -0.0725 0.6635 0.160 -1.265 1.105 0.67
P 3.0437 -2.1661 1.9822 3.206 0.290 0.309 1.00
O 3.8898 -2.3148 0.4299 -1.535 0.541 2.149 -0.33
O 3.0186 -3.7805 2.7100 0.394 1.410 -2.884 -0.31
H 2.6261 1.5925 3.4383 -2.266 -0.671 1.005 0.10
H 1.2350 1.8737 4.7696 0.815 -1.360 -1.868 0.10
H 0.8119 1.6155 2.9183 1.577 -0.556 1.936 0.05
H 3.3114 -0.7304 4.8488 -1.615 0.060 0.675 0.11
H 0.7095 -2.4942 3.7105 -0.267 2.138 -1.177 0.17
H -1.5787 -2.1033 3.7954 1.109 1.937 -0.906 0.17
H -1.1912 0.3953 4.9463 -0.597 -1.022 -2.374 0.17
H -1.3597 1.1080 3.2127 -1.281 -2.135 1.478 0.13
H -5.7730 -1.7926 2.5913 -0.992 1.651 1.338 0.08
H -6.3490 0.0344 2.5760 0.323 -2.081 1.729 0.11
H -7.3995 -1.2788 3.4623 2.523 0.707 0.001 0.11
H -3.5280 -2.0862 2.4747 1.218 0.890 -1.661 0.11
H -3.2025 -2.5190 0.6708 1.180 1.718 1.875 0.15
H -4.2953 -0.5845 -0.0417 1.524 0.488 2.142 0.14
H -4.3198 0.2398 1.6517 1.679 -1.084 -1.467 0.08
H -1.9459 1.3958 1.1348 -1.092 -1.441 -1.563 0.12
H -1.6588 0.1963 -0.3391 -1.771 1.288 1.249 0.12
H -4.6131 2.8141 0.5689 -0.036 -1.054 -1.227 0.13
H -0.9439 -4.8840 1.2129 -0.465 1.472 1.071 0.17
H -2.0516 -4.2363 2.4590 0.721 0.758 -1.469 0.17
H 1.0281 -3.6114 1.0014 -0.223 0.913 -0.266 0.12
H 4.4802 -1.5098 0.3244 -1.008 -1.277 0.419 0.07
H 3.7849 -4.3223 2.3342 -1.320 1.014 0.576 0.09
C -2.3564 5.4203 -3.3150 0.377 -0.053 -0.106 -0.07
C -3.4681 5.6167 -4.3296 -0.203 -0.281 0.792 -0.21
O -2.9433 6.1418 -5.5584 0.746 -0.815 -1.692 0.01
C -2.3738 5.2297 -6.4095 -1.025 -1.817 2.541 -0.32
O -2.2922 4.0279 -6.1687 0.059 2.792 -1.059 0.14
C -1.9057 5.9107 -7.6942 1.002 1.141 -2.262 -0.47
F -1.2319 7.0735 -7.4591 -0.640 -1.083 0.238 0.14
F -2.9478 6.2351 -8.5126 0.563 -0.478 1.028 0.14
F -1.0679 5.1326 -8.4357 -0.924 0.401 1.133 0.14
H -1.7985 6.3509 -3.1706 -0.197 -0.021 0.014 0.08
H -2.7621 5.0957 -2.3534 -0.001 0.013 -0.168 0.07
H -1.6371 4.6692 -3.6580 -0.231 0.012 0.085 0.08
H -4.1838 6.3530 -3.9484 0.207 0.051 -0.396 0.13
H -4.0243 4.6889 -4.5059 0.275 0.128 -0.150 0.13
C 6.5489 -2.8532 -4.8390 0.223 -0.331 0.048 -0.06
C 6.6549 -1.7820 -3.7688 -0.173 0.250 -0.888 -0.21
O 6.9032 -2.3740 -2.4847 1.510 -0.480 1.117 0.00
C 8.2041 -2.7184 -2.2209 0.397 1.303 -3.135 -0.32
O 9.1293 -2.5528 -3.0120 -2.020 -0.636 2.397 0.15
C 8.3354 -3.2863 -0.8090 0.653 -1.265 2.223 -0.47
F 7.3610 -4.1942 -0.5132 0.561 0.799 -0.591 0.13
F 8.2509 -2.3149 0.1451 -0.058 -0.396 -1.044 0.14
F 9.5214 -3.9237 -0.5984 -1.221 0.863 -0.711 0.15
H 5.7938 -3.5968 -4.5656 -0.019 0.197 -0.050 0.08
H 6.2819 -2.4128 -5.8031 0.017 -0.008 0.146 0.09
H 7.4960 -3.3904 -4.9549 -0.106 0.203 -0.029 0.08
H 5.7027 -1.2461 -3.6938 0.179 -0.193 0.339 0.12
H 7.4234 -1.0397 -4.0132 0.014 -0.286 0.192 0.13
```
Positions in Å, forces in eV/Å.

E   -90130.3487 eV
Molecular weight   710.7 g mol⁻¹
LUMO level   -4.804 eV
Total charge   +1
Frontier orbital gap   7.65 eV
HOMO   -12.45 eV